A 3-piece molecular cluster, C4H16NO3 overall, computed with wB97M-V/def2-TZVPD.

Last column: natural (NBO) charge in e.
Geometry (Å):
O  -1.83035  -0.69433  -0.73085  -0.76
C  -1.19038  0.21197  -1.51165  -0.06
C  -0.09939  0.62693  -0.47075  -0.10
N  1.10015  -0.32813  -0.48798  -0.54
C  2.13737  0.36136  0.46236  -0.43
C  0.31599  2.06737  -0.73169  -0.67
H  -2.75192  -0.86008  -0.73404  0.50
H  -1.68694  0.96403  -2.02311  0.21
H  -0.67062  -0.48182  -2.33187  0.15
H  -0.75535  0.54182  0.54272  0.30
H  0.74297  -1.23239  0.03222  0.49
H  1.35887  -0.48358  -1.37040  0.41
H  2.94496  0.83308  0.02902  0.24
H  2.68937  -0.55138  0.85637  0.22
H  1.58598  0.89450  1.32962  0.26
H  -0.57235  2.61712  -0.98239  0.25
H  0.56647  2.67981  0.22141  0.23
H  1.26949  2.14346  -1.35704  0.23
H  -1.04906  -2.67006  -0.03316  0.52
H  0.20837  -3.32277  0.84891  0.51
O  -0.11359  -2.75056  0.13563  -0.98
H  -1.12991  -0.90874  3.01491  0.49
H  -1.97824  0.40158  2.72947  0.49
O  -1.09190  -0.05918  2.56230  -0.96

Cartesian forces, eV/Å:
-1.3 -2.2 1.7
4.5 -3.6 -0.7
-2.1 1.5 0.2
-2.7 2.2 7.6
-1.3 -4.0 2.4
2.2 1.1 2.1
-1.5 0.4 -0.8
-1.3 1.6 -0.4
-0.7 1.8 0.9
2.5 -0.1 -2.1
0.5 1.1 -1.6
1.7 -0.9 -4.4
0.9 1.8 -1.5
-0.8 1.1 0.2
1.0 -0.9 -1.8
-0.1 0.3 -1.2
0.0 -1.4 -1.2
-1.8 0.3 0.2
-0.5 -0.3 0.6
-1.1 0.0 -0.3
1.8 0.4 0.0
-0.2 0.1 0.1
1.9 -1.2 -0.1
-1.7 1.0 0.2

2S+1 = 1
Total charge = +1
Energy above the lowest of the compared OMol25 structures with the same formula, charge and spin = 296.7 kJ/mol
Orbital gap = 0.4122 hartree
HOMO = -13.994 eV